(1)
16
Properties=species:S:1:pos:R:3:forces:R:3:nbo_charge:R:1 method="wB97M-V/def2-TZVPD" total_charge=0 homo_energy_ev=-8.858 e_above_lowest_kcal_mol=100.06 multiplicity=1 gap_ev=9.381
H 0.3346 3.0171 -0.6267 -0.4921 1.2978 1.3525 0.3354
N 0.5398 2.5177 -1.4449 1.1310 -3.7259 0.1018 -0.6842
C 0.8520 1.3071 -1.0360 -0.2362 1.0340 -5.4993 0.4496
C 0.9721 0.6795 0.2334 0.7171 -2.9328 1.2616 -0.5679
C -0.1097 -0.3439 0.5557 -1.1633 0.6219 2.1477 0.1145
N -0.6146 -0.3130 1.8102 -0.5846 -1.2500 -4.8818 -0.4968
S -2.1576 -1.3415 1.8780 1.5667 0.8377 0.2580 0.0793
N 1.2977 0.3718 -2.0654 -0.5725 2.5120 -2.4319 -0.5150
N 1.4677 -1.0066 -1.7809 2.7929 -1.2572 -1.3425 -0.7104
H 1.8675 0.0268 -0.0103 -0.4684 0.9399 1.5742 0.2578
H 1.0596 1.3765 1.0085 0.4794 0.8154 1.3085 0.2466
H -0.2926 -0.9466 -0.4286 -0.6272 0.5485 2.4106 0.2112
H -2.6231 -0.8036 3.0289 0.3370 -0.0898 -0.2868 0.1262
H 1.4474 0.8900 -3.0741 -0.4550 -2.2138 3.3119 0.3964
H 0.9835 -1.7210 -2.5062 1.8384 2.5334 2.0048 0.3963
H 2.6237 -1.2210 -1.5914 -4.2632 0.3288 -1.2892 0.3608


(2)
16
Properties=species:S:1:pos:R:3:forces:R:3:nbo_charge:R:1 method="wB97M-V/def2-TZVPD" total_charge=0 homo_energy_ev=-9.175 e_above_lowest_kcal_mol=1.94 multiplicity=1 smiles="[H]/N=C(/N)S/C(=N/[H])NC" gap_ev=9.816
H 1.4078 1.8405 0.0696 0.5346 -0.4865 -0.1901 0.4021
N 2.1849 1.1784 -0.1305 -0.4974 0.7919 0.1790 -0.6840
C 1.8009 -0.0034 -0.0425 0.1605 -0.7648 -0.0007 0.3113
N 2.6750 -1.1000 -0.1369 -1.6573 -0.7473 -0.2291 -0.8338
S 0.1599 -0.6855 0.3451 -0.0430 0.1107 -0.0894 0.1536
C -0.9627 0.6646 0.0312 0.3120 0.2892 0.1225 0.3251
N -0.5619 1.8796 0.0899 0.0992 -0.8391 0.0591 -0.7556
H -1.3127 2.5049 -0.1455 -0.3726 0.4803 -0.1253 0.3408
N -2.2455 0.2530 -0.2324 0.6849 -0.6455 -0.0127 -0.6232
C -2.7353 -1.1145 -0.1372 -0.2133 -0.2385 -1.0939 -0.4223
H 3.5733 -0.8102 -0.4178 1.1707 0.4217 -0.3068 0.3905
H 2.3296 -1.8813 -0.7151 0.2150 0.7013 0.5702 0.3816
H -2.9222 0.9658 -0.1201 -0.5984 0.5926 0.0683 0.3872
H -3.7916 -1.0967 -0.4980 0.8443 -0.1913 0.3743 0.2152
H -2.1453 -1.7897 -0.8015 -0.5068 0.5505 0.4046 0.2163
H -2.6818 -1.5220 0.8666 -0.1326 -0.0253 0.2702 0.1951


(3)
16
Properties=species:S:1:pos:R:3:forces:R:3:nbo_charge:R:1 method="wB97M-V/def2-TZVPD" total_charge=0 homo_energy_ev=-8.540 e_above_lowest_kcal_mol=38.16 multiplicity=1 gap_ev=9.439
H 3.1217 1.6893 0.3026 -1.6247 0.2429 -0.6258 0.3592
N 2.1011 1.9275 0.1139 1.6616 0.2532 0.6952 -0.7433
C 1.4079 0.8857 -0.0337 0.5982 0.1010 0.0649 0.2904
N 1.8098 -0.4099 -0.1314 -1.5508 -0.0446 -0.3525 -0.5022
N 3.1287 -0.8198 0.0283 -0.0686 -0.1925 0.0851 -0.6389
S -0.3650 1.1775 -0.1394 0.5499 -0.6218 0.1403 0.4136
N -0.8482 -0.4609 -0.0043 -0.8897 0.1542 -0.2171 -0.6060
C -2.1049 -0.6821 0.0381 -0.1602 -1.2209 -0.0460 0.1257
C -3.1703 0.3741 0.0281 0.0851 0.2768 -0.3203 -0.7111
H 1.0240 -1.0480 -0.2336 0.5487 -0.2777 0.0915 0.4068
H 3.1046 -1.5655 0.7181 0.3970 0.1185 -0.0619 0.3547
H 3.4732 -1.2019 -0.8522 -0.0527 0.0964 0.2178 0.3526
H -2.4440 -1.7750 0.0831 0.6551 1.5110 0.0229 0.1835
H -3.1879 0.8425 1.0444 -0.1492 -0.1411 -0.8425 0.2463
H -2.9026 1.1526 -0.7517 -0.4655 -0.7166 0.9304 0.2371
H -4.1482 -0.0862 -0.2104 0.4658 0.4613 0.2179 0.2317


(4)
16
Properties=species:S:1:pos:R:3:forces:R:3:nbo_charge:R:1 method="wB97M-V/def2-TZVPD" total_charge=+1 homo_energy_ev=-13.665 e_above_lowest_kcal_mol=74.32 multiplicity=1 smiles="[H]/N=C/NC[N+](N)=C=N" gap_ev=9.842
H 1.2424 0.0103 2.4150 0.8012 0.0414 0.1900 0.3812
N 1.1146 -0.0115 1.4168 -0.4378 -0.0763 0.1545 -0.7620
C 1.2788 1.0965 0.8285 0.4868 0.0631 1.2885 0.2874
N 0.8203 1.2696 -0.4234 0.4119 1.8801 -2.3796 -0.6450
C 0.3862 0.1693 -1.2771 1.1772 -0.7032 3.0600 -0.0210
N -0.7329 -0.4975 -0.5372 1.2220 1.1297 -1.1103 -0.2433
N -1.7270 0.4371 -0.2905 -0.9503 1.4104 2.1296 -0.6085
C -0.6310 -1.6330 -0.0138 -0.7617 -0.6122 -0.1716 0.7368
N -0.6817 -2.7224 0.4269 -0.6944 -2.5818 -0.5099 -0.4981
H 1.7487 2.0446 1.1722 -0.3722 -0.6990 0.5132 0.1838
H 0.8701 2.3029 -0.6770 -0.2729 -2.4270 -0.6231 0.4398
H 1.1203 -0.6358 -1.4677 0.0275 0.7786 0.1408 0.2308
H -0.0565 0.5262 -2.1281 -0.7969 0.9502 -2.2753 0.2379
H -2.3838 -0.0495 0.3569 0.3480 1.2212 -0.4894 0.3880
H -1.2546 1.3463 0.1666 -1.3248 -2.9113 -0.8771 0.4058
H -1.1140 -3.6532 0.0318 1.1364 2.5361 0.9598 0.4863


(5)
16
Properties=species:S:1:pos:R:3:forces:R:3:nbo_charge:R:1 method="wB97M-V/def2-TZVPD" total_charge=+1 homo_energy_ev="-11.348 / -11.350" e_above_lowest_kcal_mol=62.04 multiplicity=1 gap_ev="7.575 / 7.577"
C 0.7676 -0.0118 -1.9330 -3.6194 0.5350 -0.1451 -0.1125
C -1.5138 0.2121 -1.6050 -1.6215 0.0134 -0.7916 0.0064
C 1.0634 0.0508 -0.5530 2.4838 -0.8966 2.9569 0.3363
N -0.4225 0.0137 -2.4436 0.5053 -0.0351 1.8890 -0.2347
N -2.6378 -0.0811 -2.1742 0.6411 -0.3730 -1.4086 -0.1114
N 1.5893 -0.1169 0.4856 -1.6322 0.8947 -1.9805 -0.4673
N -3.8047 0.1496 -1.6558 0.7127 -0.5819 -0.5636 -0.5527
N 2.6604 -0.2256 3.1584 1.2710 1.3471 1.9757 -0.8546
H 1.4982 -0.2095 -2.6138 2.4973 -0.3533 -1.3615 0.2341
H -1.5899 0.5954 -0.5780 0.9989 0.0943 -0.0553 0.1421
H 2.2210 0.2537 2.4096 -1.5980 -0.3161 -1.8781 0.4823
H 3.1420 0.5667 3.5880 1.1993 -0.2312 -0.0466 0.4428
H -4.5570 -0.3716 -2.1056 0.1358 0.7142 0.7021 0.4157
H -3.7880 0.6265 -0.7844 -1.0552 0.1206 0.9471 0.3622
H 2.0996 -0.4809 3.9509 -1.1572 -0.8215 -0.0650 0.4490
H 3.2721 -0.9711 2.8538 0.2384 -0.1105 -0.1749 0.4622


(6)
16
Properties=species:S:1:pos:R:3:forces:R:3:nbo_charge:R:1 method="wB97M-V/def2-TZVPD" total_charge=+1 homo_energy_ev=-14.132 e_above_lowest_kcal_mol=125.28 multiplicity=1 gap_ev=9.747
C -0.7928 -0.8506 0.5180 -0.6591 0.1255 0.2427 0.5959
C -0.3643 -0.6276 1.8677 2.5377 2.3086 1.0616 -0.7632
C -0.0569 1.4975 -1.6622 2.6930 -2.3640 -0.1577 -0.4264
N -1.0223 2.5026 1.4980 -0.0566 0.7749 1.3389 0.0249
N -0.6986 1.9226 0.6096 -0.3226 1.0984 -1.2156 0.2559
N -1.5308 -1.2774 -0.2838 0.6246 -0.4915 -1.6581 -0.1063
N -0.4742 1.1801 -0.3217 -0.6083 -1.5318 0.4006 -0.3940
N -1.8797 -1.2088 -1.5500 -1.9090 -3.3741 -0.7817 -0.6049
H -0.9495 0.2338 2.3092 0.3083 -1.5332 -0.0449 0.2832
H -0.3274 -1.5626 2.4182 -0.6016 -0.0371 0.1705 0.3120
H 0.7549 -0.2421 1.9529 -2.1477 -0.8565 -0.6665 0.2976
H 1.0183 1.7615 -1.5374 -0.5512 -0.0977 -0.7854 0.2321
H -0.0809 0.4334 -2.1601 0.2548 2.5264 0.4405 0.2080
H -0.5397 2.2680 -2.2171 -0.8939 0.4374 -0.1416 0.2358
H -2.3653 -2.0561 -2.0261 1.1988 2.1315 1.7194 0.4418
H -1.7418 -0.3988 -2.1012 0.1330 0.8831 0.0772 0.4076


(7)
17
Properties=species:S:1:pos:R:3:forces:R:3:nbo_charge:R:1 method="wB97M-V/def2-TZVPD" total_charge=+1 homo_energy_ev="-13.136 / -13.133" e_above_lowest_kcal_mol=29.21 multiplicity=1 gap_ev="7.645 / 7.639"
C 2.2731 -0.3702 0.1697 0.5152 -1.1891 -0.8733 0.1529
C 2.2420 1.0286 -0.4107 0.3130 -0.4188 3.9413 -0.3791
C -0.0005 -0.6083 0.0192 2.8473 -0.2913 0.7155 0.2938
N 1.2649 -1.1036 0.4236 -0.1890 -0.1133 -0.5970 -0.4166
N 0.9249 1.6274 -0.1162 -0.2047 -1.2940 -0.3814 0.0161
N -0.0139 0.7821 -0.0774 -1.5420 2.1494 0.6529 -0.1600
N -1.0631 -1.2889 -0.1817 0.4009 2.4259 0.0407 -0.0940
N -1.2104 -2.5098 0.0733 -3.3530 -1.5596 -1.4943 -0.4739
O -2.8962 1.5505 0.3085 -1.1208 2.2276 0.0785 -0.9769
H 3.2890 -0.8225 0.2198 -0.7486 0.3678 0.6363 0.2240
H 3.1036 1.5233 0.1686 -1.5733 0.1647 -1.0507 0.2652
H 2.4790 1.0313 -1.4205 0.2071 0.1438 -2.1248 0.2632
H -3.5595 1.6167 -0.4379 1.1392 -0.1946 1.1581 0.5029
H -2.1040 -2.8475 -0.2969 0.4571 0.0819 0.4484 0.3962
H -0.9522 1.2047 0.1990 0.4796 -0.2471 -0.8253 0.4793
H -0.7123 -3.2236 0.5268 2.0390 -0.2437 0.8284 0.4079
H -3.0645 2.4100 0.8329 0.3330 -2.0094 -1.1533 0.4991


(8)
21
Properties=species:S:1:pos:R:3:forces:R:3:nbo_charge:R:1 method="wB97M-V/def2-TZVPD" total_charge=+1 homo_energy_ev="-14.149 / -14.149" multiplicity=1 gap_ev="7.621 / 7.620"
C -2.8492 1.4167 0.8447 -1.6896 1.3293 -3.2281 0.2806
C -0.4036 -1.5017 0.8626 1.4177 0.3740 -2.6501 -0.4355
C 1.0904 0.4610 0.2253 -0.1924 4.5667 -1.3211 -0.1497
N -4.1674 1.6833 0.5741 0.2444 -0.7442 1.9393 -0.1641
N -4.2904 1.8994 -0.6518 0.0496 0.2970 -2.3821 0.0479
N -3.0512 1.7997 -1.2461 -0.0352 -0.1510 3.4200 -0.1848
N -2.1608 1.5618 -0.2705 -0.2658 0.7044 -0.7273 -0.1704
N -0.1095 -0.2638 -0.0236 -1.2631 -0.5793 -1.8934 0.3029
N -2.1872 1.1771 2.0951 -1.5256 0.8079 0.1266 0.5238
N 1.4784 1.3969 -0.8592 -3.0635 0.4310 -1.9287 -0.8139
O -0.9921 1.1841 1.9399 1.4597 -0.5011 0.9058 -0.4117
O -2.8227 1.0753 3.1088 0.3173 -0.1952 -0.4070 -0.2473
O -0.8640 0.1168 -0.9224 2.8856 -2.7442 2.4050 -0.1231
H -1.4314 -1.6312 0.6846 -1.3340 -0.5683 0.2090 0.2409
H 0.2021 -2.3636 0.4350 -0.7226 1.1435 0.4254 0.2734
H -0.1154 -1.2838 1.8598 0.1520 0.2952 0.8306 0.2581
H 0.8844 1.0635 1.1004 -0.1410 -0.1652 0.5673 0.2865
H 1.9196 -0.0993 0.4219 1.7755 -2.4536 0.6335 0.2490
H 1.6537 2.3918 -0.6248 0.1172 -1.1450 0.7798 0.4022
H 0.5910 1.5426 -1.4840 2.2541 -0.6055 1.2372 0.3760
H -2.8015 1.9671 -2.2391 -0.4406 -0.0964 1.0585 0.4591